No. 1
135
Properties=species:S:1:pos:R:3:lowdin_charge:R:1 method="wB97M-V/def2-TZVPD" homo_energy_ha=-0.3975 max_force_ha_per_bohr=0.137 total_charge=0 orbital_gap_ha=0.394 smiles="CCOS(C)(=O)=O.CCOS(C)(=O)=O.CCOS(C)(=O)=O.CCOS(C)(=O)=O.CCOS(C)(=O)=O.CCOS(C)(=O)=O.CCOS(C)(=O)=O.CCOS(C)(=O)=O.CCOS(C)(=O)=O" spin_multiplicity=1 relative_energy_kcal_mol=181.6 lumo_energy_ha=-0.003
S -2.84246 -1.53531 -7.18614 0.68
S -2.62279 7.57708 -6.07093 0.72
S 7.12967 3.04582 -0.28855 0.70
S -1.55234 2.33227 2.91400 0.70
S -3.95764 -2.06607 1.87848 0.68
S 7.27901 -1.47454 -2.79745 0.67
S 4.83052 -1.26595 4.63751 0.71
S 0.65245 -1.52496 0.03873 0.69
S -5.64928 -1.57842 6.00180 0.66
O 1.86334 -0.68652 0.15490 -0.34
O -1.71877 3.87906 3.48226 -0.30
O -5.42291 -0.87615 7.25797 -0.28
O 4.37999 -0.26637 3.65306 -0.32
O 4.44368 -1.30462 6.06020 -0.30
O -2.37449 -1.14042 -5.65705 -0.31
O -1.62012 8.33753 -6.76131 -0.27
O 4.66112 -2.79637 3.99336 -0.30
O -3.85522 -1.35601 0.61335 -0.28
O 7.80471 4.27086 0.16517 -0.31
O 7.17273 2.70870 -1.72276 -0.32
O -4.04766 -0.70047 -7.45508 -0.30
O -3.87110 -3.73807 1.58297 -0.26
O -4.19533 -2.07134 5.43600 -0.30
O 5.54661 3.04624 0.26120 -0.28
O -0.23099 1.81730 3.24799 -0.33
O 6.64175 -2.67293 -3.35631 -0.32
O 6.28722 -0.80571 -1.59208 -0.30
O 8.65427 -1.59926 -2.33053 -0.30
O -2.73173 -2.97126 -7.32200 -0.30
O -3.12715 -1.72529 2.99770 -0.29
O -2.33057 5.86206 -6.21693 -0.27
O -2.06715 2.27007 1.50390 -0.33
O 0.91130 -2.96105 -0.02297 -0.31
O -6.40412 -0.85778 4.99509 -0.30
O -2.78891 7.77704 -4.62427 -0.32
O -0.20956 -1.00879 -1.27109 -0.25
C -3.11636 -2.87607 -4.14365 -0.06
C 7.22065 -0.14069 -4.02420 -0.09
C -2.12438 -3.12274 5.56742 -0.06
C -1.88122 -2.09775 -4.69376 -0.23
C -2.65374 3.56733 -5.39791 -0.06
C -5.65482 -1.80961 2.41584 -0.11
C 7.75667 1.67223 0.75165 -0.10
C -1.35019 5.53513 5.14332 -0.06
C 4.63673 2.05408 -0.33444 -0.23
C -3.26601 -2.48005 6.36724 -0.30
C -6.42942 -3.22511 6.20074 -0.09
C 3.20333 2.12258 0.28716 -0.05
C -0.40620 -1.18376 1.54589 -0.07
C -3.83699 -5.27920 0.00867 -0.06
C 3.35972 -3.74757 2.26110 -0.04
C 5.02145 -1.47040 -1.27821 -0.21
C -0.55845 0.38748 -1.28184 -0.27
C -2.71497 1.34709 4.08220 -0.06
C -0.63030 4.41913 4.35219 -0.21
C -3.25897 4.98007 -5.63890 -0.32
C -4.75008 -4.40193 0.80741 -0.34
C -1.34277 0.72870 -2.48731 -0.06
C 4.69129 -3.01285 2.58181 -0.26
C -4.31182 7.70050 -6.91890 -0.09
C -1.30577 -0.87780 -7.91700 -0.11
C 6.68255 -1.29272 4.53587 -0.10
C 4.01428 -0.70176 -2.19475 -0.05
H -2.73073 -3.55058 -3.37918 0.07
H -1.37089 6.48493 4.60895 0.07
H 4.64405 2.20164 -1.41438 0.10
H -0.65276 5.67101 5.96989 0.08
H -0.75367 0.46849 -3.36672 0.08
H 7.89203 0.81020 0.09843 0.05
H 4.73110 -1.28051 -0.24489 0.09
H -3.63345 -3.42432 -4.93115 0.07
H -4.07030 4.74227 -6.32687 0.10
H 7.09025 1.33683 1.54630 0.06
H -2.12387 3.03861 -6.19024 0.07
H -4.80333 8.49015 -6.35061 0.05
H -1.17829 0.15977 -7.60830 0.06
H -3.68240 5.34010 -4.70124 0.12
H -4.24259 8.01746 -7.95951 0.07
H -7.51886 -3.19827 6.17896 0.08
H 0.19148 4.79445 3.74234 0.12
H -3.58366 -3.06595 7.22974 0.13
H -1.65050 -2.52652 4.78764 0.06
H 3.46667 -4.81920 2.42922 0.08
H -4.25475 -5.84222 -0.82596 0.09
H -2.84718 -1.53347 6.70883 0.12
H 2.37721 2.46769 -0.33456 0.07
H 4.99462 1.05145 -0.10046 0.09
H 7.02582 -0.48229 5.17888 0.06
H -2.22416 0.40477 4.32556 0.05
H -6.27218 -2.06733 1.55529 0.06
H -1.93542 3.72646 -4.59367 0.07
H 4.22383 -0.84271 -3.25509 0.07
H -1.17715 -2.86090 -5.02541 0.12
H 4.84408 -2.06697 2.06212 0.09
H 7.92886 -0.24316 -4.84642 0.08
H -1.58094 -0.89673 -8.97152 0.06
H 0.41342 0.88020 -1.30989 0.11
H -3.68748 1.29823 3.59237 0.06
H 5.05011 -2.55734 -1.20181 0.12
H -5.08873 6.98745 -6.64312 0.06
H -3.74780 -2.13552 -3.65276 0.07
H -0.37518 -1.40371 -7.70364 0.08
H -3.42732 2.85696 -5.10626 0.08
H 6.16319 -0.17499 -4.28633 0.06
H 3.01261 -1.07697 -1.98507 0.06
H 8.70452 1.94721 1.21434 0.07
H -3.04951 -4.68174 -0.45070 0.08
H -5.99887 -3.51967 7.15780 0.06
H -5.44713 -3.75479 0.27500 0.12
H -6.06518 -3.94359 5.46643 0.07
H -1.47505 -3.64357 6.27111 0.08
H -5.30048 -4.99149 1.54059 0.12
H -5.91970 -2.56978 3.15074 0.06
H 2.55408 -3.34596 2.87573 0.08
H 6.96041 -2.26140 4.95127 0.07
H 7.56053 0.58911 -3.28938 0.04
H -0.22577 -1.86323 2.37888 0.07
H -3.09292 -5.83056 0.58349 0.09
H 3.11707 2.75549 1.17038 0.08
H 7.01870 -1.18681 3.50442 0.06
H -0.20524 -0.18154 1.92441 0.04
H -1.06007 0.66965 -0.35618 0.10
H 3.07898 -3.47850 1.24283 0.05
H -5.83096 -0.75711 2.63793 0.08
H 3.91855 0.38292 -2.14587 0.06
H -1.59666 1.78489 -2.57743 0.09
H -2.46094 -3.85804 4.83655 0.07
H -2.38181 5.32645 5.42671 0.08
H -2.27379 0.17018 -2.58399 0.08
H 5.48985 -3.69099 2.28096 0.12
H -1.43145 -1.34173 1.21120 0.02
H -1.48528 -1.43482 -3.92445 0.08
H 2.95187 1.18751 0.78767 0.05
H -2.83187 2.00022 4.94698 0.06
H -0.28982 3.60757 4.99528 0.11

No. 2
120
Properties=species:S:1:pos:R:3:lowdin_charge:R:1 method="wB97M-V/def2-TZVPD" homo_energy_ha=-0.3436 max_force_ha_per_bohr=0.077 total_charge=0 orbital_gap_ha=0.356 spin_multiplicity=1 lumo_energy_ha=0.013
O 2.65464 0.33693 -3.19766 -0.15
O -3.39091 -3.46915 -0.72498 -0.11
O 0.32213 -5.02827 2.33281 -0.01
O -3.48427 -0.61440 -1.40720 0.03
O -0.69073 5.04375 -0.57523 -0.12
O -2.58108 2.80189 5.08273 -0.14
O 1.59781 1.29079 -0.19962 -0.01
O -0.37713 -2.59731 3.32921 -0.15
O 2.52542 5.59063 2.10185 0.02
O 0.18643 3.25054 4.89690 -0.10
O -2.60257 -4.09530 -4.92952 0.00
O -2.39275 3.15287 -0.06675 -0.04
O 4.64613 -3.99088 1.97507 -0.03
N 3.86337 4.54878 0.52527 -0.17
N -1.07126 -2.56422 -4.36237 -0.17
N 4.52826 -1.74963 2.09305 -0.17
N -4.59431 2.31256 0.30289 -0.18
N -2.93472 0.50710 -3.31978 -0.15
N -0.08972 0.04013 0.54730 -0.11
N 1.58984 -5.38053 0.52218 -0.16
C -2.79448 -3.47249 0.51480 -0.18
C 1.43979 -5.15858 1.84226 -0.29
C -0.00709 -2.04360 -3.57682 -0.07
C 3.15053 5.60692 1.05502 -0.30
C 2.91265 -5.49805 -0.11377 -0.05
C 0.60136 1.17060 0.47569 -0.36
C -1.28045 -0.00802 1.39507 -0.05
C 0.47603 -5.27447 -0.43468 -0.05
C 5.11527 -2.93657 2.38053 -0.31
C 5.11442 -0.47359 2.50798 -0.05
C 0.17365 4.57172 -1.56653 -0.18
C -1.79635 -3.64103 -4.13538 -0.36
C -3.60081 3.00759 -0.38994 -0.24
C 4.17156 3.37414 1.29126 -0.07
C 0.75164 3.08333 3.65477 -0.16
C -1.24168 -2.91573 4.45616 -0.13
C 3.46058 1.36850 -3.85789 -0.12
C 4.61033 4.81324 -0.69649 -0.06
C -2.85545 0.15093 -2.07727 -0.41
C -2.34431 1.74405 -3.84437 -0.03
C -4.45062 1.82488 1.68061 -0.02
C -3.86931 -0.10259 -4.24771 -0.02
C -2.53120 1.37593 5.05771 -0.15
C 0.32336 -1.25428 -0.06285 -0.02
C 3.36501 -1.69216 1.18994 -0.03
C -5.80159 1.86498 -0.41530 -0.06
C -1.21926 -1.78264 -5.64008 -0.02
H -0.36000 -1.74506 -0.75586 0.06
H -2.18989 1.20658 6.07895 0.09
H 1.23781 -1.20065 -0.65361 0.08
H -2.05781 -2.20819 -6.19131 0.09
H -1.47961 -2.01725 5.02557 0.06
H -1.90069 2.34946 -3.05394 0.07
H 0.32861 -2.01782 0.71502 0.08
H 2.14634 0.72765 -2.48312 0.03
H -3.34871 -0.55527 -5.09160 0.06
H 1.19070 4.00379 3.26997 0.07
H -3.15933 -4.29913 1.12443 0.09
H 2.51007 -1.24292 1.69526 0.09
H -3.48237 1.05226 4.63509 0.07
H 4.24010 1.69586 -3.16993 0.06
H 0.82010 3.84214 5.30929 0.10
H -1.06386 4.31702 -0.07101 0.01
H 3.00531 -2.68810 0.93144 0.06
H 5.15748 3.14943 1.69817 0.08
H 5.70427 -0.60251 3.41548 0.09
H -1.77067 -3.97803 -3.08754 0.13
H -6.33976 1.03355 0.03989 0.09
H -0.80879 -3.60053 5.18538 0.08
H -4.22787 0.76632 -4.79955 0.08
H -3.04587 2.44445 -4.29754 0.10
H -5.38758 2.15807 2.12693 0.10
H 3.92978 0.84895 -4.69337 0.07
H -0.28784 -1.29066 -2.84038 0.07
H 1.53390 2.32978 3.74604 0.08
H -1.66119 3.05552 4.97746 0.01
H -0.32586 -1.74040 -6.26310 0.09
H 0.02226 2.71986 2.93089 0.06
H -4.44084 0.75478 1.47352 0.09
H 6.03720 -2.93406 2.98238 0.14
H 0.44566 -6.08140 -1.16683 0.09
H 5.63663 5.07244 -0.43641 0.08
H 0.50631 3.53944 -1.45771 0.06
H 0.23558 -4.32341 -0.90984 0.07
H -1.34120 -0.73775 -5.35470 0.06
H -6.48780 2.71185 -0.41961 0.08
H -0.39536 4.54103 -2.49572 0.07
H 0.39544 -2.89174 -3.02299 0.08
H 4.33139 0.27190 2.64654 0.08
H 3.60992 -1.12145 0.29416 0.10
H -0.33986 -3.41891 2.83406 0.00
H 0.04155 2.01917 0.89849 0.12
H 5.70807 -0.04634 1.69981 0.08
H -2.77590 -2.48725 0.98071 0.07
H 3.07749 -4.56242 -0.64812 0.09
H 4.21603 5.64887 -1.27472 0.08
H -5.75226 1.63005 -1.47854 0.08
H -2.25157 -3.25613 4.22738 0.07
H 2.87266 -6.37544 -0.75928 0.09
H -1.03683 -0.49869 2.33740 0.07
H 3.63879 -5.75675 0.65687 0.07
H -3.71164 -2.58774 -0.92953 0.03
H 0.79745 -1.73559 -4.24461 0.09
H -1.47711 1.47185 -4.44601 0.09
H -1.60186 0.94784 1.80873 0.06
H 2.87302 2.21175 -4.22093 0.07
H -1.79166 0.97119 4.36679 0.05
H 3.94452 2.38715 0.88826 0.07
H 3.61128 3.36949 2.22623 0.07
H -4.55484 -0.88764 -3.92857 0.11
H 3.09073 6.29535 0.19787 0.13
H -0.46807 -5.63331 -0.02478 0.08
H -1.75765 -3.79196 0.40985 0.04
H -2.17245 -0.43291 0.93475 0.07
H -4.01110 3.29260 -1.37108 0.14
H 1.12334 5.09991 -1.65140 0.07
H 2.41620 -5.15894 2.35100 0.13
H -3.57185 2.25732 2.15901 0.08
H -1.99498 0.69471 -1.65764 0.13
H 4.81859 3.92743 -1.29655 0.08